Molecular formula: F3NO
Method: DFT, ωB97M-V/def2-TZVPD

Summary:
**Spin multiplicity**: 1
**HOMO-LUMO gap (spin up / spin down)**: 10.84 / 9.51 eV
**HOMO energy (spin up / spin down)**: -11.887 / -11.267 eV
**Energy**: -11680.2112 eV
**Total charge**: 0
**Energy above the lowest of the compared OMol25 structures with the same formula, charge and spin**: 2.133 eV

Last columns: bonded neighbours and bond lengths (Å).
Atoms and positions in Å:
1 N -0.8694 0.1121 0.4356  F3 1.310, F4 1.320
2 O 0.5870 -1.1879 -0.3607  F5 1.330
3 F -1.4180 0.5473 -0.6721  N1 1.310
4 F -0.0385 1.0684 0.8063  N1 1.320
5 F 1.7389 -0.5399 -0.2091  O2 1.330